Here is a molecular structure, C38H90Hg2N8O12 from the OMol25 dataset. Energies are from ωB97M-V/def2-TZVPD.

Positions of all 150 atoms, in Å:
Hg 2.5077 -1.5360 -4.5788
Hg -0.5584 -4.0200 2.0439
C -0.5194 -0.2032 -0.1622
C 0.4551 0.2566 -1.0772
C 1.6323 -0.6084 -1.4688
O 2.3195 -0.4882 -2.5550
C 1.9526 -1.6565 -0.6514
C 1.1057 -2.0638 0.4185
C -0.2756 -1.3575 0.5784
O -1.1016 -1.9444 1.3433
O 1.2858 -3.0319 1.1777
O 0.2849 1.3455 -1.6325
H -1.4092 0.3843 -0.0136
H 2.6067 -2.4803 -0.9204
C -3.0965 3.8985 -2.9967
C -2.0037 4.2786 -4.0175
C -1.4285 5.6608 -3.6671
O -2.3652 6.7144 -3.6853
C -3.0975 6.8245 -4.8860
N -0.9335 3.2838 -3.9817
H -3.7091 3.0935 -3.4158
H -3.7642 4.7188 -2.7297
H -2.6534 3.4907 -2.0840
H -2.4794 4.2285 -4.9957
H -0.6718 5.8604 -4.4422
H -0.9344 5.7292 -2.6976
H -3.9948 6.2022 -4.9246
H -2.4700 6.5196 -5.7354
H -3.3117 7.8787 -5.0522
H -0.5441 3.2150 -3.0443
H -1.3261 2.3555 -4.1158
C 2.6493 4.7357 -4.8991
C 2.8459 3.6530 -3.8219
C 2.5455 4.1041 -2.4024
O 3.4286 5.1171 -1.9649
C 3.2309 5.3660 -0.5857
N 1.9329 2.5334 -4.1673
H 3.3921 5.5315 -4.8890
H 1.6373 5.1365 -4.8896
H 2.7969 4.2517 -5.8695
H 3.8533 3.2329 -3.8935
H 2.7246 3.2105 -1.7853
H 1.4982 4.3964 -2.2757
H 3.8908 6.1714 -0.2671
H 3.3535 4.4476 -0.0104
H 2.2447 5.8096 -0.4001
H 1.0041 2.9835 -4.2666
H 1.8174 1.9710 -3.3243
C -3.2214 0.8500 7.1006
C -2.9044 1.7029 5.8893
C -3.4541 0.9974 4.6458
O -3.0220 1.6615 3.4806
C -2.8138 0.7667 2.3999
N -3.5864 2.9916 6.0719
H -2.9418 1.3659 8.0170
H -2.8038 -0.1576 6.9964
H -4.2980 0.6523 7.1348
H -1.8112 1.8161 5.8842
H -4.5405 0.8892 4.6888
H -3.0764 -0.0283 4.7783
H -3.7868 0.3314 2.1582
H -2.0260 0.0375 2.6015
H -2.4806 1.3393 1.5335
H -3.0512 3.4485 6.8136
H -3.3837 3.6130 5.2895
C -4.3190 -3.5511 1.9459
C -3.4514 -2.9287 3.0477
C -4.2706 -2.7556 4.3284
O -5.2608 -1.7634 4.1449
C -6.0352 -1.5731 5.3120
N -2.3947 -3.9106 3.4300
H -5.1313 -2.9050 1.6224
H -4.8477 -4.4495 2.2817
H -3.7039 -3.8321 1.0875
H -3.0269 -2.0329 2.6053
H -3.6009 -2.4714 5.1449
H -4.8157 -3.6793 4.5561
H -6.5189 -2.4889 5.6728
H -6.8693 -0.9255 5.0513
H -5.4490 -1.1637 6.1374
H -2.8506 -4.8029 3.6108
H -2.0280 -3.5786 4.3333
C 6.8283 -1.4924 -3.0874
C 5.4223 -1.0200 -3.4244
C 5.3878 0.0355 -4.5691
O 4.0349 0.1726 -4.9914
C 3.9369 1.2018 -5.9773
N 4.6853 -2.1731 -3.9383
H 6.8096 -2.3614 -2.4291
H 7.4254 -0.6879 -2.6604
H 7.3037 -1.8353 -4.0125
H 4.9395 -0.5788 -2.5531
H 6.0404 -0.2413 -5.4012
H 5.7046 0.9973 -4.1628
H 4.4847 2.1064 -5.7140
H 2.9617 1.4675 -6.3698
H 4.4553 0.9382 -6.9141
H 5.2658 -2.6679 -4.6182
H 4.5245 -2.9049 -3.2439
C 5.0778 -4.5629 -1.0097
C 4.9714 -4.3243 0.4814
C 5.0462 -2.8267 0.8628
O 6.0897 -2.2200 0.1275
C 6.0963 -0.8168 0.2021
N 3.7752 -4.8748 1.1092
H 5.9928 -4.1558 -1.4395
H 4.2541 -4.1035 -1.5748
H 5.0454 -5.6376 -1.1996
H 5.8631 -4.7542 0.9446
H 5.2634 -2.7671 1.9331
H 4.0913 -2.3182 0.6900
H 6.2767 -0.4848 1.2251
H 5.1802 -0.3797 -0.2252
H 6.8434 -0.4247 -0.4907
H 3.0531 -4.1604 1.1143
H 3.3234 -5.5692 0.5180
C -0.0470 -1.0940 4.4899
C 0.7910 -2.2366 5.0649
C 0.1697 -2.8633 6.3001
O -1.1863 -3.2379 6.1167
C -1.8110 -3.5575 7.3474
N 0.9567 -3.2637 4.0054
H -1.0608 -1.4095 4.2378
H 0.3480 -0.6236 3.5892
H -0.1431 -0.3335 5.2687
H 1.7461 -1.7844 5.3454
H 0.2266 -2.2082 7.1716
H 0.7435 -3.7750 6.5070
H -1.7312 -2.7364 8.0635
H -1.3582 -4.4581 7.7753
H -2.8627 -3.8016 7.2083
H 1.6039 -3.9719 4.3704
H 1.6005 -2.8980 3.3002
C -3.6088 -1.1209 -4.7725
C -3.0486 -0.0185 -3.8859
C -3.5697 -0.1825 -2.4578
O -4.9478 0.1137 -2.4913
C -5.5220 0.1219 -1.2069
N -1.5899 -0.0025 -4.0244
H -3.1862 -1.0495 -5.7762
H -4.6928 -1.1116 -4.8614
H -3.2711 -2.0725 -4.3446
H -3.4279 0.9341 -4.2682
H -3.0484 0.5697 -1.8449
H -3.3436 -1.1421 -1.9737
H -5.2431 0.9730 -0.5781
H -5.3184 -0.7922 -0.6464
H -6.6016 0.1936 -1.3325
H -1.1919 -0.9242 -3.8522
H -1.4002 0.5224 -3.1609

Summary:
Energy relative to the best compared isomer or geometry (same formula, charge and spin) ... 2.516 eV
HOMO energy ... -12.2 eV
Gap between HOMO and LUMO ... 3.39 eV
Calculated total energy ... -85684.0375 eV
Strongest force on any atom ... 2.6 eV/A
Spin multiplicity ... 1
LUMO level ... -8.802 eV
Total charge ... +2
Molar mass ... 1252.4 g mol⁻¹



Here is a molecular structure, C38H92BF4N3O15Si2 from the OMol25 dataset. Energies are from ωB97M-V/def2-TZVPD.

Positions of all 155 atoms, in Å:
C 0.8831 4.7110 -3.3091
C 0.8865 5.8712 -2.2825
O 1.9370 6.3876 -2.0343
O -0.2549 6.3818 -1.6723
C -0.5317 5.7917 -0.3862
C 0.4955 4.7251 0.1084
C 0.0978 4.1617 1.5390
C 1.2191 3.2908 2.1955
C 0.7145 1.9931 2.9268
Si -0.1924 0.7448 1.8064
C -0.1328 -0.9367 2.6525
C -0.2683 -2.1176 1.5246
C -1.5555 -3.0596 1.7204
O -1.3861 -1.9711 0.6135
O 0.1481 0.8324 0.1725
Si 1.6845 0.4611 -0.4190
C 1.4560 -1.1340 -1.4671
C 1.0086 -0.6631 -2.9261
C 0.1839 -1.7646 -3.6961
C -1.3452 -1.4437 -3.4223
C -1.8977 -0.3228 -4.4026
N -2.9756 0.5041 -3.8174
N 2.0890 1.7014 -1.6676
C 2.7283 2.6369 -1.2301
O 3.4600 3.4550 -0.9096
B 3.1379 0.0956 0.8370
O 3.0036 -0.9694 1.7686
N 4.4177 0.8322 0.8393
C 5.1869 0.4236 -0.4001
C 5.2771 0.4613 1.9900
C -2.0736 1.2830 1.9393
F -2.8935 0.2135 2.3147
F -2.2600 2.2624 2.9135
C -2.6571 1.7950 0.5544
F -3.1713 0.7253 -0.1411
F -3.7532 2.6085 0.8506
H 1.8355 4.1380 -3.2301
H -0.0097 4.0758 -3.0628
H 0.7710 5.0536 -4.3837
H -0.6317 6.5797 0.4034
H -1.5180 5.2598 -0.4912
H 1.5448 5.0774 0.1975
H 0.3881 3.8393 -0.5791
H -0.8907 3.6641 1.4233
H -0.0648 5.0771 2.1694
H 1.7016 3.9339 2.9802
H 2.0535 2.9966 1.5115
H 1.6329 1.4593 3.3085
H 0.1384 2.2374 3.8516
H -1.0141 -1.1758 3.2991
H 0.7690 -1.1762 3.2528
H 0.6857 -2.6133 1.1589
H -1.7824 -3.8351 0.9646
H -2.4228 -2.6252 2.2584
H 0.6144 -1.7636 -1.0914
H 2.3757 -1.7672 -1.4882
H 0.2918 0.1816 -2.7396
H 1.8934 -0.3010 -3.5074
H 0.4451 -2.7817 -3.3264
H 0.4032 -1.6327 -4.7882
H -1.9308 -2.3780 -3.5834
H -1.4890 -1.1091 -2.3577
H -2.2500 -0.8543 -5.3227
H -1.0434 0.3657 -4.6348
H -3.5990 -0.1440 -3.3274
H -2.5409 1.0580 -3.0758
H 2.9159 -0.6599 2.6852
H 6.1477 -0.0420 -0.0604
H 4.6563 -0.3898 -0.9629
H 5.4621 1.2893 -1.0451
H 6.1717 1.1368 1.9529
H 4.7292 0.6458 2.9403
H 5.6036 -0.6136 1.9934
H -1.9365 2.3886 -0.0456
C -0.3214 1.2040 7.8491
C 0.3800 1.5556 6.5529
O 0.1000 0.5821 5.5500
H -0.0036 0.2200 8.2013
H -0.1053 1.9420 8.6239
H -1.4031 1.1580 7.7012
H 1.4606 1.5805 6.6983
H 0.0563 2.5377 6.1916
H -0.8562 0.5690 5.4158
C -1.7132 -5.9956 5.9320
C -0.7636 -4.9033 5.4825
O -1.2013 -4.3453 4.2447
H -1.7737 -6.7837 5.1783
H -1.3849 -6.4354 6.8762
H -2.7230 -5.5984 6.0625
H 0.2391 -5.3061 5.3318
H -0.7073 -4.1086 6.2275
H -2.0834 -3.9804 4.3848
C 6.7760 3.7195 -3.2953
C 5.9369 4.7029 -4.0900
O 4.5654 4.3311 -4.0525
H 6.6624 2.7096 -3.6959
H 7.8330 3.9934 -3.3242
H 6.4497 3.6894 -2.2520
H 6.2502 4.7155 -5.1346
H 6.0392 5.7156 -3.6863
H 4.2889 4.3308 -3.1266
C -2.9682 -1.2714 9.0245
C -2.2248 -2.5480 8.6829
O -2.3042 -2.8154 7.2850
H -4.0163 -1.3494 8.7296
H -2.9178 -1.0640 10.0953
H -2.5459 -0.4223 8.4834
H -2.6634 -3.3963 9.2088
H -1.1700 -2.4726 8.9677
H -1.9063 -2.0676 6.8224
C 7.0459 1.1498 6.5955
C 6.7474 2.0532 5.4143
O 5.4011 1.8801 4.9800
H 6.8831 0.1041 6.3275
H 8.0780 1.2713 6.9298
H 6.3781 1.3737 7.4318
H 7.4006 1.8129 4.5751
H 6.8994 3.1039 5.6806
H 4.8250 2.1027 5.7206
C -1.9067 2.8236 -6.7974
C -1.6699 4.0036 -5.8755
O -0.3173 4.4492 -5.9700
H -1.2357 2.0005 -6.5449
H -2.9375 2.4722 -6.7250
H -1.7010 3.0976 -7.8361
H -1.8554 3.7205 -4.8387
H -2.3337 4.8356 -6.1308
H -0.1580 4.7067 -6.8859
C -5.5340 -3.9009 -1.8235
C -4.6933 -2.6713 -2.0979
O -4.4944 -2.5157 -3.5053
H -5.0487 -4.7913 -2.2260
H -5.6912 -4.0416 -0.7524
H -6.5097 -3.8218 -2.3111
H -3.7127 -2.7648 -1.6291
H -5.1771 -1.7707 -1.7073
H -5.3637 -2.4230 -3.9139
C -3.0075 -6.6068 -3.6224
C -2.0697 -5.5321 -4.1420
O -2.5390 -5.0096 -5.3798
H -3.0966 -7.4225 -4.3426
H -2.6470 -7.0120 -2.6746
H -4.0112 -6.2021 -3.4729
H -1.0747 -5.9446 -4.3101
H -1.9868 -4.7086 -3.4251
H -3.4156 -4.6346 -5.2217
C -4.6908 -3.1123 -8.0305
C -4.0474 -4.1932 -8.8805
O -2.7681 -4.5351 -8.3665
H -4.0604 -2.2215 -8.0038
H -5.6727 -2.8379 -8.4227
H -4.8086 -3.4521 -6.9973
H -3.9125 -3.8433 -9.9047
H -4.6718 -5.0935 -8.9025
H -2.8922 -4.8538 -7.4620

Summary:
HOMO energy ... -8.8 eV
Gap between HOMO and LUMO ... 8.93 eV
Calculated total energy ... -103381.6928 eV
Strongest force on any atom ... 4.7 eV/A
Spin multiplicity ... 1
LUMO level ... 0.111 eV
Molar mass ... 974.1 g mol⁻¹